{
  "formula": "C24H27N4O3SW",
  "method": "ωB97M-V/def2-TZVPD",
  "spin_multiplicity": 3,
  "homo_ev": [-9.2, -9.8],
  "lumo_energy_ev": [-2.75, -3.67],
  "s_squared": 2.01,
  "energy_ha": -1840.48873,
  "de_lowest_ev": 0.1450,
  "charge": 1,
  "homo_lumo_gap_ev": [6.5, 6.2],
  "symbols": ["W", "C", "O", "C", "C", "C", "C", "C", "C", "N", "N", "C", "C", "O", "C", "C", "C", "C", "C", "C", "C", "C", "H", "H", "H", "H", "H", "H", "H", "H", "H", "H", "H", "H", "H", "S", "C", "N", "C", "C", "C", "N", "H", "H", "H", "H", "H", "H", "H", "H", "C", "O", "C", "C", "H", "H", "H", "H", "H", "H"],
  "coordinates": [[0.64679, 1.18816, 0.45147], [3.77525, 1.11324, 1.80405], [2.94217, 0.91606, 0.65126], [3.43936, 0.03338, -0.32231], [4.67093, -0.57926, -0.27705], [4.98011, -1.50134, -1.27670], [4.07069, -1.78804, -2.27912], [2.83806, -1.14628, -2.32300], [2.51938, -0.22901, -1.33824], [1.36967, 0.55926, -1.28307], [0.07994, 0.06855, -1.17285], [-1.01658, 0.64601, -1.84771], [-1.68300, 1.59168, -1.11053], [-1.09061, 1.93916, 0.07716], [-2.88372, 2.17834, -1.54726], [-3.40506, 1.76657, -2.73969], [-2.77016, 0.76390, -3.51927], [-3.33367, 0.30918, -4.73613], [-2.73168, -0.67824, -5.46210], [-1.53030, -1.26100, -5.00589], [-0.95508, -0.84123, -3.83989], [-1.55778, 0.18168, -3.07243], [4.74092, 1.50430, 1.48877], [3.89572, 0.16997, 2.33717], [3.27382, 1.84358, 2.42546], [5.38133, -0.38313, 0.51223], [5.93838, -2.00111, -1.25298], [4.32493, -2.50709, -3.04594], [2.13426, -1.33901, -3.12014], [-3.35888, 2.94358, -0.94860], [-4.32261, 2.20581, -3.11082], [-4.25800, 0.75720, -5.08011], [-3.17724, -1.02258, -6.38572], [-1.06408, -2.04579, -5.58743], [-0.03933, -1.29066, -3.48180], [1.21236, -1.13187, 1.49360], [-0.32980, -1.82210, 1.86612], [-0.87598, -1.68065, 3.06837], [-2.08036, -2.39861, 3.48918], [-2.97864, -2.59577, 2.27961], [-2.19198, -3.26674, 1.16599], [-0.96177, -2.51180, 0.93354], [-0.30414, -1.21149, 3.75176], [-2.57566, -1.80952, 4.25843], [-1.80053, -3.36031, 3.92582], [-3.34542, -1.62716, 1.93501], [-3.83900, -3.20571, 2.54811], [-2.76007, -3.27978, 0.23791], [-1.94310, -4.29792, 1.42624], [-0.47549, -2.59195, 0.05155], [1.30573, 4.20296, 3.63450], [1.45231, 3.27071, 2.53723], [0.52916, 2.40126, 2.22146], [-0.69890, 2.38216, 3.06893], [0.35172, 4.72013, 3.57302], [2.12121, 4.90815, 3.51979], [1.39499, 3.67585, 4.58283], [-0.44051, 2.28721, 4.12748], [-1.35024, 1.56263, 2.77751], [-1.25982, 3.31450, 2.94517]],
  "forces_ev_per_a": [[0.22, -1.50, 0.62], [-0.01, 0.02, -0.03], [0.14, 0.15, -0.07], [-0.03, -0.05, -0.06], [-0.01, 0.00, -0.01], [0.01, -0.01, 0.01], [0.01, -0.01, -0.03], [0.00, 0.03, 0.03], [-0.04, -0.07, 0.11], [-0.27, 1.09, -0.67], [-0.06, -1.33, 0.21], [0.04, 0.27, 0.04], [0.05, 0.00, -0.12], [0.06, 0.32, -0.08], [0.01, -0.02, -0.01], [0.00, 0.02, 0.01], [0.00, -0.01, -0.01], [0.01, -0.01, -0.02], [-0.03, 0.01, 0.00], [0.02, 0.00, 0.01], [0.00, -0.02, -0.03], [0.01, 0.05, 0.02], [0.00, 0.00, 0.01], [0.02, 0.00, 0.00], [-0.01, 0.00, 0.01], [-0.01, 0.00, 0.00], [0.01, 0.01, -0.01], [0.00, 0.00, 0.00], [0.00, 0.00, 0.00], [-0.01, -0.01, 0.01], [-0.01, -0.01, 0.00], [0.00, 0.00, 0.00], [0.01, 0.01, -0.01], [0.00, 0.00, 0.00], [0.00, 0.00, 0.00], [0.11, 0.73, 0.18], [-0.38, 0.11, -0.34], [0.15, -0.12, 0.10], [-0.05, 0.03, -0.02], [0.01, 0.01, -0.01], [-0.10, 0.08, -0.03], [0.20, -0.20, 0.09], [-0.01, 0.00, 0.00], [0.00, 0.01, -0.01], [0.00, 0.01, 0.01], [-0.02, -0.01, -0.01], [0.01, -0.01, 0.01], [0.01, 0.01, -0.01], [0.00, 0.00, 0.00], [-0.08, 0.14, -0.06], [0.01, 0.00, 0.03], [0.03, -0.03, 0.04], [0.00, 0.25, 0.11], [-0.04, 0.03, -0.05], [0.01, 0.01, -0.01], [0.01, -0.01, 0.01], [-0.01, 0.00, 0.00], [-0.01, 0.00, 0.01], [-0.01, 0.00, -0.01], [0.00, 0.00, 0.00]],
  "mulliken_charge": [0.7801, -0.8378, -0.3516, 1.0655, -0.8201, -0.7296, -0.8705, -0.2922, 0.2345, -0.2951, 0.0908, -0.2625, 1.0392, -0.4426, -1.0308, -0.9458, 0.6809, -0.8400, -0.5829, -0.6452, -0.4279, 0.8189, 0.3639, 0.4339, 0.0296, 0.3931, 0.4120, 0.4159, 0.3760, 0.4804, 0.3966, 0.3947, 0.3969, 0.4194, 0.2678, -0.4050, 0.2971, -0.0967, -0.6213, -0.5617, -0.6341, -0.0468, 0.2614, 0.3882, 0.3130, 0.2741, 0.3610, 0.3946, 0.3178, 0.2113, -0.8639, -0.2292, 0.8834, -1.5873, 0.3608, 0.2771, 0.3451, 0.5052, 0.2985, 0.4421]
}